Entry 1:
ORCA calculation (the ωB97M-V functional and the def2-TZVPD basis) on C4H9NO2 in the gas phase at a distorted geometry.

Atoms and positions in Å:
H 1.20689 -2.33851 -0.14475
H -1.89838 -1.78220 -0.87104
C -0.36553 -0.23306 -0.68259
C 0.22183 2.12567 0.13479
H 0.36110 2.35648 -0.92126
H -1.01021 -1.82151 0.68539
H 1.85723 -1.36838 1.02294
C -0.06724 0.69296 0.35379
H 1.09371 2.45499 0.70229
O 1.37621 -0.42951 -0.66145
O -2.10897 -0.05312 0.31109
H -0.53446 0.13838 -1.68521
H -0.64555 2.69154 0.49483
H 0.05464 0.29853 1.35680
C -1.38655 -1.16717 -0.12068
N 1.84528 -1.56509 0.02506

## Properties
Kohn-Sham gap (spin up / spin down)   8.15 / 8.16 eV
E_HOMO (spin up / spin down)   -8.231 / -8.237 eV
Lowest unoccupied orbital energy (spin up / spin down)   -0.1 / -0.1 eV
Molar mass   103.12 g mol⁻¹
Spin multiplicity   1

Entry 2:
ORCA calculation (the ωB97M-V functional and the def2-TZVPD basis) on 2 unconnected molecules or ions with the total composition C3H9N3.

Atoms and positions in Å:
H -1.50887 3.02581 0.13447
N 1.39175 -1.27228 2.11171
C -0.52537 1.61406 -0.93641
H 2.03500 -3.13198 1.67283
H 0.48040 2.02650 -0.92728
H 0.97992 -0.79394 -0.59436
H 0.51223 -0.77355 2.24686
C -0.69892 0.32113 -1.15391
H 0.10512 -1.39647 -1.88896
N -1.65372 2.46086 -0.69254
N 0.36091 -0.58449 -1.35730
C 1.17454 -2.48621 1.85732
H -1.83246 3.08861 -1.46323
H -1.70518 -0.09086 -1.17616
H 0.18833 -2.95531 1.79899

## Properties
Kohn-Sham gap   9.33 eV
E_HOMO   -8.318 eV
Structure (SMILES)   N/C=C/N.C=N
Lowest unoccupied orbital energy   1.0 eV
Molar mass   87.13 g mol⁻¹
Spin multiplicity   1

Entry 3:
ORCA calculation (the ωB97M-V functional and the def2-TZVPD basis) on a molecular structure, C2H4INS at a distorted geometry.

Atoms and positions in Å:
N -1.54485 -2.13843 -1.51432
H 0.02942 1.04927 -0.30203
I -0.72943 -2.71681 -3.33193
H -1.52334 1.31264 0.56184
H 0.40157 -1.03676 1.07204
C -0.56065 0.69596 0.47048
H -0.90033 -0.31971 2.22366
S -2.65796 -1.09415 -1.31089
C -0.30706 -0.27982 1.24533

## Properties
Kohn-Sham gap (spin up / spin down)   6.92 / 6.92 eV
E_HOMO (spin up / spin down)   -8.537 / -8.534 eV
Lowest unoccupied orbital energy (spin up / spin down)   -1.6 / -1.6 eV
Molar mass   201.03 g mol⁻¹
Spin multiplicity   1

Entry 4:
ORCA calculation (the ωB97M-V functional and the def2-TZVPD basis) on a molecular structure, C14H15BaCl2N2S at a distorted geometry.

Atoms and positions in Å:
H -0.08419 1.23429 3.67362
H 1.87845 -2.15123 2.37872
H 2.60055 -2.71852 4.67478
H 3.76053 -0.37172 -0.16519
H -1.05561 0.40881 -3.76535
H 2.34032 -2.61031 -0.14269
C 0.51695 0.36883 3.93349
C 1.60175 -1.51666 3.21446
H 1.94391 -1.20129 6.55110
C 1.45554 -0.50450 -2.55746
H 0.98236 -0.19678 -3.47781
H -2.34471 2.87005 0.20964
Cl -2.06468 -0.49881 -1.86120
C -1.66400 0.80997 -2.96598
N -2.13677 1.07016 1.31754
C 2.47681 0.19709 -1.91127
C -2.83119 0.40713 2.19950
C 2.95176 -0.59804 -0.84671
H 2.88816 1.15897 -2.18508
S -4.31956 1.12831 2.62649
Cl -0.75198 2.10994 -2.19412
H 0.57165 0.82099 6.02377
C 2.18100 -1.78718 -0.82643
H 0.56865 -2.51078 -2.15019
C 2.00781 -1.83262 4.49847
C -3.98698 2.41862 1.55002
C 1.64061 -0.98830 5.53508
C 1.26128 -1.72206 -1.89317
C 0.87928 0.13544 5.24731
N 0.86667 -0.43697 2.92396
Ba 0.46656 0.19494 0.30612
H -2.50565 -0.52551 2.63762
C -2.78915 2.21539 0.94407
H -2.59472 1.23552 -3.32109
H -4.66867 3.24091 1.41467

## Properties
Kohn-Sham gap   7.64 eV
E_HOMO   -10.513 eV
Total charge   +1
Lowest unoccupied orbital energy   -2.9 eV
Molar mass   451.59 g mol⁻¹
Spin multiplicity   1

Entry 5:
ORCA calculation (the ωB97M-V functional and the def2-TZVPD basis) on a molecular structure, C41H53Br2N3O6PtS at a distorted geometry.

Atoms and positions in Å:
H 0.66310 0.59904 -2.16797
C 3.56841 4.29470 0.13862
H 5.43207 5.94276 1.50955
H 2.47271 -4.02341 2.07872
C 1.39107 -3.91940 -1.22585
C 2.26728 3.79604 0.15604
H 6.06993 4.59903 2.47057
H 2.36396 5.93229 -1.59555
C -1.59650 -1.08423 4.70656
H 0.49555 1.09659 -3.82339
H -2.28619 3.90230 1.38274
H 5.56645 5.87858 -1.02086
C 0.28614 -0.91373 3.27336
C 0.84228 0.27704 -3.18776
H -0.95832 5.13167 -0.30377
H -0.43584 3.52269 -0.83913
H 1.78910 -2.59184 1.30350
C -1.41306 -0.92437 -3.20748
O -2.73502 3.95648 4.39651
C 1.38789 5.44744 -1.51079
C 1.15403 4.84062 -0.11883
C 6.20306 5.16622 1.54381
Br 3.09976 -0.18803 0.80304
C 0.72012 -2.28458 -3.01231
O -1.73388 1.43361 -1.35061
H -0.73319 5.36881 4.18207
C -0.27685 4.29818 -0.09432
C 1.23534 5.95641 0.93407
O 0.88305 1.84867 0.52000
H -1.58298 -0.87356 -2.13361
C 1.46889 -4.43660 0.20070
O -2.22276 -1.03546 5.89111
H 0.17474 -5.07824 1.82018
O -1.58790 0.85721 0.82552
H 0.39183 -0.55192 5.37730
C -2.08836 1.53273 -0.17701
C -3.09072 3.17375 1.50360
H -0.50544 -3.78243 0.83689
C 7.23998 3.21506 0.40309
H -0.47390 -5.42917 0.20581
C 0.32104 2.64419 2.44640
H 3.55888 4.61194 0.94487
H 8.20107 3.73379 0.35085
H 3.49727 5.91695 2.14238
C -0.49938 3.47504 3.21297
H 3.28431 -3.30774 0.67112
H -2.29844 1.42155 2.25687
H 0.43946 6.69061 0.76002
C 4.55828 2.19793 0.52466
H -1.94911 -1.79292 -3.60413
C 3.27119 1.69020 0.55060
C -1.73522 -1.50741 2.37900
C 2.30883 -3.53348 1.11431
H 2.19284 2.47556 1.41588
C 1.56375 3.10103 2.04939
Br -2.75897 -2.13048 0.91520
H -1.84462 -0.01765 -3.63623
H -3.40157 -1.70188 3.71971
H 0.61941 6.20029 -1.71766
N -0.44450 -1.22009 2.18735
C -3.27005 2.38768 0.22187
N -2.80290 2.23376 2.61797
C 1.91698 -4.71655 -2.21886
H 2.27365 -5.01428 -4.31876
C 0.80038 -2.64972 -1.61047
H -4.00059 3.72470 1.71902
S -1.99918 2.83776 3.88570
H 1.92083 0.15897 -3.32767
H 3.67972 5.36102 -0.03689
H -3.49536 3.06687 -0.59553
C 2.01572 4.36836 2.42801
H 6.16881 4.43214 -1.84186
H 7.29242 5.50310 -0.98025
H 1.32378 4.67340 -2.28182
H -0.03803 1.66652 2.12932
C -0.07615 4.74078 3.59063
C 3.38347 4.84093 2.00009
C 4.73224 3.55295 0.32403
Pt 0.29579 -0.09799 0.27756
C 6.29008 5.06177 -0.95558
H 7.18239 5.65890 1.57850
N 0.33841 -1.81428 -0.69222
H 1.33763 -0.71651 3.09707
H 5.39771 1.52695 0.65048
H -1.70118 -0.53600 6.53032
C 1.85708 -4.35830 -3.56288
C 0.08114 -4.69726 0.79942
H 2.37496 -5.65828 -1.93627
H 2.19267 6.48604 0.90599
H 4.16155 4.34107 2.58172
C 2.08307 2.41172 0.41254
O -1.66544 1.70712 4.71069
H 1.97581 -5.39872 0.12947
H 1.19054 -2.90052 -4.98367
H -0.52640 3.87814 0.88383
H 1.51796 6.16760 3.48371
H 1.10258 5.54184 1.93448
H 0.15576 -1.10673 -4.63210
H -4.11398 1.69743 0.33783
C 1.25129 -3.16383 -3.93420
C 6.10605 4.23470 0.32505
C 1.18403 5.17319 3.20103
C -0.23919 -0.82593 4.54005
C 0.08192 -1.01124 -3.54913
C -2.35280 -1.46488 3.60610
H 7.19695 2.50313 -0.42735
H 7.21645 2.65424 1.34313

## Properties
Kohn-Sham gap (spin up / spin down)   6.31 / 3.96 eV
E_HOMO (spin up / spin down)   -6.715 / -6.407 eV
<S²>   6.12
Lowest unoccupied orbital energy (spin up / spin down)   -0.4 / -2.4 eV
Molar mass   1070.84 g mol⁻¹
Spin multiplicity   5

Here are the calculated relative energy (zero: lowest compared OMol25 entry of this formula, charge and spin) numbers, same order: 703.0 198.0 313.4 14.6 1980.3 (kJ/mol).
Here are the calculated E numbers, same order: -9872.7743 -7725.5218 -22561.0554 -54311.0741 -214277.0444 (eV).